Entry 1:
Entry from the OMol25 dataset: a molecular structure, C32H71BrIN5O13SSi2 (wB97M-V/def2-TZVPD).

The max |F| comes out at 3.35 eV/A. The electronic energy is -6362.6079 Ha. As for the highest occupied orbital energy: -8.48 eV. Its gap between HOMO and LUMO is 0.2993 Ha. Its energy above the lowest of the compared OMol25 structures with the same formula, charge and spin is 32.53 kcal/mol.

```
! wB97M-V def2-TZVPD RIJCOSX def2/J DEFGRID3
* xyz 0 1
I -4.074 1.071 1.088
Br -4.672 0.687 -5.138
S 0.172 -1.599 -2.746
Si -1.120 0.097 -3.311
Si -3.863 0.831 -3.022
O -6.072 2.338 -0.708
O 6.280 8.423 -0.899
O 4.259 5.414 -3.600
O -3.396 2.422 -2.783
O -8.636 1.796 2.344
O 3.025 -2.891 5.391
O 1.386 -7.912 -0.228
O 5.232 -6.121 1.323
O -13.150 1.573 2.328
O 1.442 -1.367 -3.443
O -2.661 -0.296 -2.695
O 2.173 0.042 2.064
O -0.461 -2.885 -3.028
N 1.025 3.971 -1.208
N 3.523 -2.782 2.437
N 4.259 -8.762 -0.094
N 6.875 7.176 -3.560
N -10.732 0.704 0.498
C 1.342 3.421 -2.400
C 3.488 -0.332 1.676
C -12.073 1.912 3.184
C -12.956 1.900 0.961
C 7.110 7.532 -0.175
C 4.682 6.332 -4.596
C 3.161 -9.276 0.720
C 6.201 6.516 -4.679
C 1.862 -0.191 3.427
C 1.470 -7.460 -1.569
C -5.359 1.407 -0.644
C -0.324 1.600 -2.491
C 3.879 -5.774 1.066
C -5.315 0.413 -1.843
C 1.844 -9.249 -0.042
C 4.519 -2.619 3.493
C 4.161 -3.438 4.725
C 5.431 -7.450 1.775
C 6.940 9.070 -1.984
C 1.858 -3.685 5.273
C -12.150 0.864 0.172
C 3.647 -1.818 1.343
C 5.487 -8.494 0.656
C -0.005 3.263 -0.687
C -9.930 1.907 0.289
C -8.367 0.546 2.951
C 0.479 -1.357 -0.947
C -8.551 1.774 0.920
C 0.763 2.332 -3.093
C 4.161 5.952 -2.290
C 6.435 8.548 -3.321
C -0.685 2.134 -1.197
H 3.386 -10.306 1.015
H 4.601 -1.572 3.808
H -9.191 -0.158 2.794
H -6.285 0.314 -2.371
H 5.495 -2.941 3.118
H -13.958 1.925 0.522
H -10.663 0.427 1.470
H -11.555 2.819 2.862
H 1.916 -9.792 -0.989
H 1.440 -3.629 4.262
H 2.201 3.916 -2.912
H 6.581 7.248 0.735
H -8.027 0.886 0.554
H 4.709 -7.706 2.560
H 6.444 7.056 -5.600
H 2.875 -2.078 0.614
H 5.859 -9.438 1.068
H 3.025 -8.680 1.630
H 3.184 -6.279 1.743
H 2.507 -7.271 -1.860
H -8.261 0.710 4.023
H -0.538 -1.160 -0.516
H -5.099 -0.593 -1.393
H 0.980 -2.228 -0.485
H 5.105 5.825 -1.756
H -7.961 2.645 0.632
H 1.088 -9.752 0.568
H 6.684 10.131 -1.914
H 1.429 -1.186 3.557
H -12.480 2.085 4.181
H 2.599 -2.683 2.839
H 6.411 -7.450 2.261
H 4.995 -3.373 5.430
H 6.228 -8.156 -0.074
H 1.144 2.041 -4.089
H 4.143 7.282 -4.505
H 2.728 -0.062 4.080
H 3.623 -5.984 0.024
H 8.029 8.989 -1.908
H 6.708 6.627 -2.726
H 1.115 -3.293 5.968
H 4.225 0.022 2.404
H 3.856 7.000 -2.289
H 4.611 -1.973 0.848
H -12.240 1.082 -0.897
H 7.312 6.623 -0.749
H -4.057 3.016 -3.186
H 4.362 5.899 -5.548
H -9.820 2.082 -0.785
H 1.033 -0.398 -0.808
H 3.689 0.224 0.755
H 4.021 -4.494 4.477
H -1.493 1.663 -0.608
H 6.810 9.189 -4.124
H 1.099 0.531 3.724
H 0.922 -6.520 -1.640
H 5.341 8.620 -3.308
H 2.059 -4.728 5.533
H 3.408 5.376 -1.748
H -12.617 -0.112 0.335
H 8.053 8.008 0.107
H -7.435 0.113 2.573
H -0.362 3.641 0.299
H -1.079 0.235 -4.772
H 3.776 -4.696 1.212
H 1.017 -8.177 -2.259
H 3.966 -7.899 -0.534
H -11.371 1.078 3.265
H -12.560 2.916 0.857
H 6.650 5.523 -4.769
H -10.408 2.788 0.733
*
```

---

Entry 2:
Entry from the OMol25 dataset: a molecular structure, C3H2Li2O3 (wB97M-V/def2-TZVPD).

The max |F| comes out at 2.37 eV/A. The electronic energy is -356.2153 Ha. As for the highest occupied orbital energy (alpha / beta): -0.11 / -2.41 eV. Its gap between HOMO and LUMO (alpha / beta) is 0.0473 / 0.1287 Ha. Its energy above the lowest of the compared OMol25 structures with the same formula, charge and spin is 9.42 kcal/mol.

```
! wB97M-V def2-TZVPD RIJCOSX def2/J DEFGRID3
* xyz -1 2
O 2.147 -0.588 -0.734
O -2.513 -0.082 0.389
O 0.857 0.969 0.170
C 2.059 0.582 -0.285
C -0.216 0.031 0.224
C -1.521 0.689 0.533
Li 3.885 0.085 -0.952
Li -4.167 -0.637 0.009
H -0.303 -0.436 1.315
H -0.228 -0.614 -0.668
*
```

---

Entry 3:
Entry from the OMol25 dataset: 2 unconnected molecules or ions with the total composition C2H7NO3 (wB97M-V/def2-TZVPD).

The max |F| comes out at 4.73 eV/A. The electronic energy is -360.6714 Ha. As for the highest occupied orbital energy: -9.38 eV. Its gap between HOMO and LUMO is 0.3715 Ha. Its energy above the lowest of the compared OMol25 structures with the same formula, charge and spin is 152.01 kcal/mol. The structure (SMILES) is CNC=O.OO.

```
! wB97M-V def2-TZVPD RIJCOSX def2/J DEFGRID3
* xyz 0 1
O -0.879 0.929 -1.874
O 0.313 1.702 -1.605
O 1.723 -0.475 -0.529
N -0.065 -1.085 0.905
C -0.505 0.256 1.282
C 1.067 -1.362 -0.063
H 0.913 1.010 -1.253
H 1.024 -2.081 0.932
H -0.779 -1.806 0.916
H -1.208 0.651 0.548
H 0.367 0.910 1.284
H -0.960 0.243 2.272
H -1.012 1.109 -2.814
*
```

---

Entry 4:
Entry from the OMol25 dataset: a single C19H23N3O5 molecule (wB97M-V/def2-TZVPD).

The max |F| comes out at 18.78 eV/A. The electronic energy is -1277.6149 Ha. As for the highest occupied orbital energy: -7.80 eV. Its gap between HOMO and LUMO is 0.3074 Ha. Its energy above the lowest of the compared OMol25 structures with the same formula, charge and spin is 498.70 kcal/mol. The structure (SMILES) is COc1ccc(OC)c(NC(=O)CN2CCN(C(=O)c3ccco3)CC2)c1.

```
! wB97M-V def2-TZVPD RIJCOSX def2/J DEFGRID3
* xyz 0 1
O -4.908 2.222 0.234
O -4.259 -3.287 -0.068
O 5.067 -0.065 1.256
O -0.507 -0.189 -0.258
O 4.637 -0.634 -2.125
N 1.096 2.093 -0.421
N -2.381 0.911 0.059
N 2.944 0.078 -0.912
C -5.893 -0.063 0.198
C 1.857 1.711 0.905
C 7.137 -1.034 1.302
C 1.685 1.731 -1.803
C -0.311 2.176 -0.025
C -4.858 0.623 0.416
C 6.382 -1.138 0.091
C -3.115 -3.996 -0.140
C 2.274 0.175 0.794
C -4.407 -2.053 0.021
C -1.128 0.762 -0.037
C -3.550 0.095 0.126
C 6.240 -0.226 1.990
C -5.775 -1.430 0.126
C 2.072 0.440 -1.707
C -6.033 2.562 0.394
C -3.322 -1.370 -0.178
C 4.325 -0.311 -0.975
C 5.268 -0.349 0.086
H -2.628 1.930 0.119
H 2.857 2.056 0.756
H 1.220 -0.464 -1.488
H -2.336 -3.799 0.607
H -2.225 -1.735 -0.120
H 2.549 2.360 -1.785
H 1.468 1.911 1.757
H -0.580 2.701 0.737
H -6.920 0.520 0.474
H 1.326 -0.518 0.691
H -6.795 2.502 -0.209
H -0.545 2.686 -0.955
H 6.805 -1.619 -0.911
H -6.541 -2.151 0.268
H -3.500 -4.999 -0.219
H -5.863 3.797 0.419
H -6.513 2.519 1.477
H -2.667 -3.585 -1.263
H 0.926 2.005 -2.131
H 2.414 0.167 -2.598
H 2.861 -0.100 1.667
H 6.322 0.012 3.087
H 8.056 -1.480 1.469
*
```

---

Entry 5:
Entry from the OMol25 dataset: 3 unconnected molecules or ions with the total composition C5H10O (wB97M-V/def2-TZVPD).

The max |F| comes out at 0.62 eV/A. The electronic energy is -271.5844 Ha. As for the highest occupied orbital energy: -9.59 eV. Its gap between HOMO and LUMO is 0.3834 Ha. Its energy above the lowest of the compared OMol25 structures with the same formula, charge and spin is 105.56 kcal/mol. The structure (SMILES) is CC1C=C1.[H][H].C=O.

```
! wB97M-V def2-TZVPD RIJCOSX def2/J DEFGRID3
* xyz 0 1
O -1.683 0.444 -1.756
C 0.407 -0.880 1.118
C 1.261 -1.147 0.181
C 1.480 0.149 0.907
C 1.190 1.496 0.269
C -1.243 -0.679 -1.782
H 0.343 1.433 -0.423
H -2.938 -0.124 0.958
H -1.646 -1.485 -1.139
H 2.296 0.186 1.638
H -0.412 -0.966 -2.454
H 0.946 2.245 1.032
H -0.468 -1.152 1.690
H -2.735 0.211 0.323
H 1.620 -1.814 -0.590
H 2.059 1.863 -0.289
*
```

---

Entry 6:
Entry from the OMol25 dataset: a single C3H2ClNO molecule (wB97M-V/def2-TZVPD).

The max |F| comes out at 3.45 eV/A. The electronic energy is -705.6157 Ha. As for the highest occupied orbital energy: -8.88 eV. Its gap between HOMO and LUMO is 0.3136 Ha. Its energy above the lowest of the compared OMol25 structures with the same formula, charge and spin is 42.92 kcal/mol. The structure (SMILES) is C=NC(Cl)=C=O.

```
! wB97M-V def2-TZVPD RIJCOSX def2/J DEFGRID3
* xyz 0 1
Cl -1.027 -1.805 0.065
O -2.951 0.868 -0.047
N 0.476 0.618 0.096
C -0.672 0.012 0.277
C -1.849 0.614 0.117
C 1.598 0.044 -0.040
H 2.625 0.631 -0.168
H 1.801 -0.982 -0.300
*
```

---

Entry 7:
Entry from the OMol25 dataset: a molecular structure, C34H45FeN7 (wB97M-V/def2-TZVPD).

The max |F| comes out at 8.41 eV/A. The electronic energy is -2969.2003 Ha. As for the highest occupied orbital energy (alpha / beta): -2.75 / -3.39 eV. Its gap between HOMO and LUMO (alpha / beta) is 0.1995 / 0.2230 Ha. Its energy above the lowest of the compared OMol25 structures with the same formula, charge and spin is 77.94 kcal/mol.

```
! wB97M-V def2-TZVPD RIJCOSX def2/J DEFGRID3
* xyz -1 6
Fe 0.768 -0.220 0.379
N -3.109 -1.347 3.292
N 0.812 -0.873 -2.686
N -3.925 0.573 1.999
N 1.296 -2.525 3.613
N -1.725 -0.377 1.537
N -0.346 -2.681 -2.041
N -3.729 -1.624 0.916
C 0.139 3.675 -6.204
C -0.640 2.276 -4.195
C 0.948 -3.087 -2.486
C 1.529 2.870 -1.172
C 0.147 -1.435 -1.562
C 1.290 -2.022 -3.301
C 1.651 0.700 -4.285
C -0.463 1.225 -3.253
C 2.914 -0.060 -4.472
C 0.774 2.219 1.222
C -0.188 -4.340 3.928
C 0.308 2.545 -5.196
C -0.300 3.226 1.336
C 1.328 1.425 2.268
C -1.592 1.001 -2.308
C -3.911 -0.098 3.321
C 0.707 0.403 -3.267
C 2.490 0.775 1.760
C -0.441 -4.373 2.545
C -2.528 0.856 1.616
C 3.784 0.751 -0.504
C 1.433 1.715 -5.237
C 3.404 -0.081 2.593
C 0.705 -3.382 4.395
C 1.878 -1.381 1.848
C 0.888 1.243 3.670
C -1.749 -1.001 2.873
C 1.586 2.041 0.052
C -2.343 -1.290 0.546
C -4.507 -0.359 1.010
C 0.169 -3.460 1.680
C 2.651 1.135 0.375
C 1.008 -2.470 2.302
C -3.699 -2.248 2.262
H -5.529 -0.607 1.326
H 0.082 4.247 1.187
H 1.661 -3.912 -2.381
H -4.935 -0.371 3.603
H -2.522 1.358 0.640
H 4.158 -0.245 -0.238
H 0.510 3.219 -1.379
H 3.458 0.707 -1.550
H -1.538 2.926 -4.191
H 0.983 -3.269 5.430
H -1.072 3.076 0.567
H 3.445 -0.185 -3.529
H 3.568 0.454 -5.187
H 2.174 1.900 -6.041
H 2.808 -0.924 3.055
H 2.775 -1.049 -4.912
H 4.626 1.459 -0.441
H -1.167 -1.921 2.847
H -2.092 1.518 2.376
H -4.728 -2.474 2.573
H -4.531 0.133 0.027
H 4.153 -0.551 1.947
H -0.385 4.524 -5.737
H -0.783 3.201 2.319
H -3.490 0.599 4.058
H -2.353 -0.797 -0.434
H 1.532 -2.004 -4.318
H -0.648 -5.022 4.646
H 2.415 -1.748 0.898
H 1.130 4.008 -6.556
H 1.846 2.291 -2.047
H -1.259 1.118 -1.268
H -3.107 -3.174 2.194
H -0.442 3.363 -7.092
H 0.019 -3.549 0.596
H -1.977 -0.014 -2.420
H 2.186 3.753 -1.105
H 1.619 1.619 4.406
H -1.151 -5.126 2.193
H -1.293 -0.331 3.616
H -2.433 1.700 -2.456
H -0.066 1.738 3.873
H 0.776 0.175 3.901
H 3.924 0.484 3.375
H -1.757 -2.216 0.463
*
```

---

Entry 8:
Entry from the OMol25 dataset: a molecular structure, C35H31ClN5O7Tl (wB97M-V/def2-TZVPD).

The max |F| comes out at 1.19 eV/A. The electronic energy is -2785.3253 Ha. As for the highest occupied orbital energy: -7.60 eV. Its gap between HOMO and LUMO is 0.2144 Ha. Its energy above the lowest of the compared OMol25 structures with the same formula, charge and spin is 21.91 kcal/mol.

```
! wB97M-V def2-TZVPD RIJCOSX def2/J DEFGRID3
* xyz 0 1
Tl -0.042 -0.268 -0.588
Cl -7.666 0.913 -0.861
O 2.213 -3.489 -0.575
O 5.961 -2.620 5.145
O 0.202 0.039 -3.357
O 5.124 -0.645 5.327
O -1.905 -1.632 -1.223
O -1.831 1.179 -1.056
O 0.633 -2.158 0.304
N -0.664 0.455 1.618
N 1.755 2.354 -0.793
N 0.788 1.883 -0.144
N 5.200 -1.737 4.792
N 2.344 0.123 -1.309
C -3.120 -1.411 -1.260
C 0.026 2.549 0.714
C 4.212 -0.336 -2.703
C 2.545 -1.308 2.222
C -2.828 -0.516 2.217
C -0.857 4.612 1.593
C -0.129 1.115 -4.237
C -0.822 1.757 1.589
C 3.492 1.921 -2.371
C 0.360 -1.167 -4.112
C -5.930 0.947 -0.908
C -3.806 -0.172 -1.126
C -3.560 -1.469 2.907
C -5.261 2.175 -0.744
C -3.104 1.062 -0.986
C 2.505 1.434 -1.512
C -0.288 2.433 -3.511
C -5.217 -0.198 -1.095
C -2.929 -2.333 3.788
C 0.544 -2.372 -3.217
C 4.341 1.022 -2.980
C 1.781 -2.756 0.300
C -1.707 2.495 2.442
C 3.380 -1.047 3.292
C -1.717 3.853 2.438
C 0.004 3.970 0.767
C -1.444 -0.431 2.386
C 2.636 -2.519 1.539
C 4.291 -2.019 3.680
C -0.814 -1.300 3.274
C 3.192 -0.742 -1.864
C 3.555 -3.479 1.943
C -1.557 -2.236 3.975
C 4.380 -3.239 3.026
C -3.896 2.229 -0.769
H -4.629 -1.542 2.745
H -1.000 2.324 -2.695
H -0.522 -1.304 -4.749
H 0.663 2.777 -3.110
H -0.657 3.183 -4.211
H 5.114 1.367 -3.653
H 0.669 -3.267 -3.825
H -3.369 3.166 -0.637
H -1.057 0.866 -4.765
H 1.429 -2.272 -2.593
H 1.230 -1.045 -4.769
H -0.906 5.692 1.616
H 5.097 -3.968 3.373
H 4.884 -1.069 -3.126
H 0.667 1.197 -4.989
H -3.499 -3.083 4.321
H -2.396 4.379 3.098
H -3.773 -2.287 -1.413
H 0.670 4.501 0.099
H 3.051 -1.788 -1.619
H -5.843 3.075 -0.596
H 3.337 -0.116 3.838
H -1.061 -2.901 4.671
H 3.614 -4.406 1.389
H -0.328 -2.517 -2.586
H -5.727 -1.147 -1.216
H 3.572 2.988 -2.527
H 0.258 -1.241 3.401
H 1.813 -0.577 1.909
H -2.352 1.935 3.106
H -3.319 0.163 1.533
*
```

---

Entry 9:
Entry from the OMol25 dataset: a single C2H4N2OS molecule (wB97M-V/def2-TZVPD).

The max |F| comes out at 3.37 eV/A. The electronic energy is -661.3372 Ha. As for the highest occupied orbital energy (alpha / beta): -8.33 / -8.38 eV. Its gap between HOMO and LUMO (alpha / beta) is 0.3076 / 0.2562 Ha. Its energy above the lowest of the compared OMol25 structures with the same formula, charge and spin is 155.81 kcal/mol.

```
! wB97M-V def2-TZVPD RIJCOSX def2/J DEFGRID3
* xyz 0 1
S 3.270 -0.425 0.001
O -0.446 0.204 -0.045
N -2.135 -1.294 -0.093
N -0.782 -1.127 0.024
C 0.683 0.858 -0.065
C 2.072 0.779 -0.010
H 2.379 1.854 -0.008
H 0.278 1.965 -0.190
H -2.865 -0.647 0.071
H -2.454 -2.165 0.316
*
```

---

Entry 10:
Entry from the OMol25 dataset: a single C3H5ClO2 molecule (wB97M-V/def2-TZVPD).

The max |F| comes out at 3.47 eV/A. The electronic energy is -727.9059 Ha. As for the highest occupied orbital energy: -10.46 eV. Its gap between HOMO and LUMO is 0.4032 Ha. Its energy above the lowest of the compared OMol25 structures with the same formula, charge and spin is 57.74 kcal/mol. The structure (SMILES) is C[C@H]1O[C@]1(O)Cl.

```
! wB97M-V def2-TZVPD RIJCOSX def2/J DEFGRID3
* xyz 0 1
Cl -2.168 -0.917 1.724
O -0.462 -1.781 -0.373
O -1.161 0.486 -0.589
C 1.233 0.813 -0.210
C -0.848 -0.613 0.126
C -0.070 0.571 0.329
H 1.544 1.852 -0.311
H -1.098 -2.127 -1.043
H 1.879 0.055 0.317
H -0.224 1.331 1.164
H 1.373 0.330 -1.133
*
```

---

Entry 11:
Entry from the OMol25 dataset: 5 unconnected molecules or ions with the total composition C5H20N10O5 (wB97M-V/def2-TZVPD).

The max |F| comes out at 9.04 eV/A. The electronic energy is -1126.3294 Ha. As for the highest occupied orbital energy: -9.22 eV. Its gap between HOMO and LUMO is 0.3374 Ha. Its energy above the lowest of the compared OMol25 structures with the same formula, charge and spin is 107.81 kcal/mol. The structure (SMILES) is NC(N)=O.NC(N)=O.NC(N)=O.NC(N)=O.NC(N)=O.

```
! wB97M-V def2-TZVPD RIJCOSX def2/J DEFGRID3
* xyz 0 1
O -1.594 -2.688 -4.629
O -2.065 3.796 4.180
O -0.971 -2.978 1.098
O 4.089 -2.267 -4.210
O -0.611 2.837 0.459
N 0.783 2.945 2.257
N -1.978 1.606 3.839
N 3.323 -3.831 -2.812
N -1.416 -1.045 -3.237
N -0.265 -0.992 0.355
N -1.223 -1.182 2.300
N -1.699 -0.696 -5.338
N 1.574 2.705 0.370
N 2.571 -1.802 -2.606
N -0.860 2.341 5.478
C 3.364 -2.607 -3.249
C -1.511 -1.544 -4.370
C -0.762 -1.801 1.273
C -1.731 2.688 4.536
C 0.476 2.858 0.967
H 1.500 3.500 2.702
H -1.467 -1.665 -2.442
H -1.013 -0.208 2.465
H -2.229 0.098 -5.007
H -0.027 -0.012 0.407
H 2.689 -4.072 -2.064
H -0.008 -1.349 -0.553
H -2.397 1.671 2.922
H 2.490 -0.814 -2.796
H -0.043 2.639 2.753
H 1.499 2.830 -0.630
H -0.954 1.381 5.775
H -2.422 0.845 4.334
H 3.965 -4.486 -3.235
H 2.429 2.800 0.899
H -1.212 -0.074 -3.046
H -1.869 -1.566 2.975
H -1.616 -0.837 -6.335
H 2.004 -2.182 -1.861
H -0.814 3.154 6.076
*
```